{
  "formula": "C17H29Br3N8O8",
  "method": "wB97M-V/def2-TZVPD",
  "total_energy_ev": -256531.2839,
  "total_charge": 0,
  "homo_ha": -0.2841,
  "lumo_energy_ev": 0.298,
  "symbols": ["C", "Br", "Br", "Br", "H", "C", "C", "C", "C", "C", "C", "O", "O", "H", "H", "H", "H", "H", "H", "C", "C", "C", "C", "C", "C", "O", "O", "H", "H", "H", "H", "H", "H", "C", "O", "N", "N", "H", "H", "H", "H", "C", "O", "N", "N", "H", "H", "H", "H", "C", "O", "N", "N", "H", "H", "H", "H", "C", "O", "N", "N", "H", "H", "H", "H"],
  "coordinates": [[0.3705, -0.8125, -0.0788], [-1.3700, -1.1920, 0.6631], [0.8133, -2.0128, -1.5246], [1.7278, -0.9115, 1.3044], [0.3102, 0.2199, -0.4055], [-0.4019, -0.9259, 4.3962], [0.6264, -0.4006, 5.1584], [0.8120, -0.8037, 6.4770], [-0.0176, -1.7863, 6.9760], [-1.0969, -2.2876, 6.2384], [-1.2634, -1.8758, 4.9275], [-2.2448, -2.3829, 4.1086], [1.9068, -0.3307, 7.1435], [-0.5847, -0.5818, 3.3876], [1.2623, 0.3234, 4.6647], [0.0303, -2.1872, 7.9843], [-1.7581, -2.9909, 6.7274], [-2.9584, -2.7744, 4.6202], [2.0077, -0.7679, 7.9933], [1.5241, 2.1145, -4.0351], [0.7566, 2.5551, -5.1010], [-0.2488, 3.4922, -4.8876], [-0.5660, 3.9179, -3.6146], [0.2048, 3.4723, -2.5506], [1.2780, 2.6264, -2.7615], [2.0387, 2.2401, -1.6899], [-0.9708, 4.0048, -5.9355], [2.2708, 1.3413, -4.1693], [0.8941, 2.0606, -6.0559], [-1.3943, 4.5934, -3.4589], [0.0231, 3.8119, -1.5386], [2.4411, 1.3597, -1.8156], [-0.9098, 3.4972, -6.7475], [-5.4095, -1.1828, 1.2605], [-4.8305, -1.0379, 0.1956], [-6.7551, -0.9522, 1.4165], [-4.7209, -1.4879, 2.4156], [-7.2298, -1.1992, 2.2608], [-7.1435, -0.4865, 0.6176], [-5.0526, -1.3338, 3.3484], [-3.7454, -1.7038, 2.3092], [0.0441, 2.4360, 1.4620], [-0.8650, 2.2136, 0.6677], [1.3449, 2.5228, 1.0708], [-0.1986, 2.5257, 2.8115], [2.0442, 2.8888, 1.6939], [1.5491, 2.5916, 0.0741], [0.5783, 2.5481, 3.4444], [-1.1264, 2.2797, 3.0995], [-0.1577, -2.9467, -5.3450], [0.4617, -3.9902, -5.4473], [-0.0849, -1.9459, -6.2814], [-1.0311, -2.7135, -4.3167], [-0.4926, -1.0584, -6.0473], [0.6259, -1.9778, -6.9863], [-0.9382, -3.3066, -3.5146], [-1.7177, -1.9833, -4.3097], [4.5501, -0.5897, -1.7233], [3.6923, 0.1719, -2.1574], [5.8392, -0.1997, -1.5249], [4.2516, -1.8649, -1.3331], [6.1347, 0.6788, -1.9116], [6.5766, -0.8493, -1.3174], [3.2956, -2.1386, -1.1652], [4.9982, -2.5147, -1.1671]],
  "atomic_forces_ev_per_a": [[-0.195, -0.062, 0.623], [0.094, -0.074, -0.347], [-0.229, 0.295, 0.074], [-0.014, -0.030, -0.153], [0.183, -0.056, -0.246], [-0.276, -0.004, 0.125], [-0.304, 0.161, -0.394], [0.535, -0.644, -0.455], [-1.146, -0.279, 0.458], [0.621, 0.344, -0.114], [-0.218, -0.162, 0.271], [-0.162, 0.225, -0.246], [0.055, 0.335, 0.048], [0.170, -0.033, -0.048], [0.222, 0.033, 0.345], [0.504, 0.314, 0.057], [-0.059, -0.133, -0.203], [0.159, -0.118, 0.166], [-0.141, -0.053, 0.016], [-0.186, 0.079, 0.270], [-0.033, -0.370, 0.387], [-0.046, -0.417, -0.905], [0.328, 0.043, 0.177], [0.268, 0.399, 0.206], [0.044, -0.692, -0.321], [-0.271, 0.106, 0.335], [-0.576, 0.485, 0.122], [0.092, 0.096, -0.002], [0.017, 0.367, -0.204], [-0.015, 0.036, -0.039], [-0.212, -0.064, -0.022], [0.302, 0.200, -0.276], [0.326, -0.239, 0.157], [0.508, 0.712, 0.448], [-0.370, -0.333, 0.218], [1.040, -0.169, -0.376], [-0.002, -0.489, -0.316], [-0.345, 0.196, -0.118], [-0.621, -0.119, 0.227], [-0.223, 0.102, -0.104], [0.035, 0.079, 0.096], [-0.451, -0.469, -0.283], [0.263, 0.109, 0.110], [0.276, 0.400, 0.059], [0.408, 0.263, -0.534], [-0.066, -0.029, 0.036], [-0.152, -0.124, 0.180], [-0.240, -0.094, 0.301], [0.037, -0.027, 0.227], [-0.135, -0.348, -0.367], [0.307, 0.161, 0.193], [-0.494, 0.265, 0.285], [0.119, -0.017, -0.051], [0.203, 0.117, -0.140], [0.050, -0.175, 0.027], [-0.249, -0.120, -0.036], [0.128, 0.113, 0.056], [-0.712, -0.417, 0.415], [0.144, 0.083, 0.032], [0.475, 0.120, -0.196], [0.624, 0.172, -0.167], [-0.212, 0.030, -0.114], [-0.150, -0.107, 0.072], [0.146, 0.111, -0.260], [-0.177, -0.086, 0.221]],
  "nbo_charge": [-0.487, 0.111, 0.085, 0.061, 0.248, -0.244, -0.247, 0.277, -0.279, -0.267, 0.272, -0.690, -0.671, 0.239, 0.219, 0.211, 0.211, 0.479, 0.480, -0.262, -0.272, 0.266, -0.240, -0.240, 0.274, -0.738, -0.686, 0.229, 0.202, 0.227, 0.232, 0.527, 0.478, 0.774, -0.652, -0.859, -0.865, 0.393, 0.413, 0.384, 0.414, 0.771, -0.683, -0.866, -0.853, 0.378, 0.439, 0.385, 0.412, 0.771, -0.658, -0.849, -0.854, 0.383, 0.405, 0.408, 0.395, 0.798, -0.716, -0.831, -0.843, 0.407, 0.388, 0.420, 0.385]
}